[1]
Molecular formula: C5H10S2Se
Method: DFT, ωB97M-V/def2-TZVPD

CARTESIAN COORDINATES (ANGSTROEM)
1 C -0.361 0.643 -1.436
2 C 1.109 0.223 -1.147
3 C -1.174 1.241 -0.244
4 C -0.745 -0.206 2.483
5 C 1.282 -1.014 -0.343
6 S 0.409 -2.450 -1.132
7 S 0.959 -0.944 1.355
8 Se -2.151 0.109 1.075
9 H -0.331 1.517 -2.126
10 H -0.866 -0.131 -1.982
11 H 1.447 -0.195 -2.197
12 H 1.858 0.960 -0.700
13 H -0.588 2.002 0.188
14 H -2.140 1.605 -0.638
15 H -1.038 -1.029 3.015
16 H -0.445 0.834 2.844
17 H 1.209 -3.482 -0.703
18 H 1.567 0.318 1.689

Summary:
total charge	0

[2]
Molecular formula: C6H9N
Method: DFT, ωB97M-V/def2-TZVPD

CARTESIAN COORDINATES (ANGSTROEM)
1 C 0.864 0.932 -1.072
2 C 0.101 -0.681 -0.916
3 C -0.816 -0.776 0.269
4 C -1.533 0.439 0.790
5 C 0.667 -1.049 0.418
6 C 1.559 -0.004 0.870
7 N 2.319 0.665 1.443
8 H 1.739 1.123 -1.707
9 H -0.108 0.546 -1.837
10 H 0.730 1.839 -0.393
11 H -0.003 -1.537 -1.634
12 H -1.382 -1.708 0.400
13 H -0.947 1.338 0.606
14 H -2.497 0.565 0.282
15 H -1.710 0.359 1.863
16 H 1.018 -2.050 0.619

Summary:
total charge	0

[3]
Molecular formula: C2H12O3S
Method: DFT, ωB97M-V/def2-TZVPD

CARTESIAN COORDINATES (ANGSTROEM)
1 C 0.345 0.361 1.257
2 C -0.728 -0.684 1.587
3 S -0.793 -2.283 0.579
4 H -0.045 1.366 1.146
5 H 0.870 0.054 0.284
6 H 1.161 0.483 1.941
7 H -0.400 -0.994 2.533
8 H -1.569 -0.056 1.484
9 H -1.751 -2.196 -0.313
10 O -0.011 1.450 -2.773
11 H 0.433 1.343 -3.561
12 H 0.419 0.917 -2.155
13 O 2.967 -1.120 -0.545
14 H 3.753 -0.749 -0.233
15 H 2.749 -2.022 -0.238
16 O -2.842 1.278 -0.272
17 H -2.275 1.037 -1.026
18 H -2.283 1.815 0.305

Summary:
total charge	0

no.,Kohn-Sham gap (eV),highest occupied orbital energy (eV)
1,7.5,-7.214
2,9.5,-8.748
3,9.7,-9.142